23
Properties=species:S:1:pos:R:3:forces:R:3:nbo_charge:R:1 method="wB97M-V/def2-TZVPD" energy_ev=-37118.98439 total_charge=-2 lumo_energy_ev="6.32 / 6.32" de_lowest_kcal_mol=46.30 gap_ev="6.96 / 6.94"
C -1.1780 -0.3514 0.6410 2.3 -0.3 -2.2 -0.465
C -1.5296 -0.9741 -0.6341 1.6 1.0 -3.8 -0.302
C 1.2409 0.0912 0.6146 -3.2 1.1 2.5 -0.542
N -1.3357 0.0685 -1.7947 0.8 -0.5 1.1 -0.875
N 1.3952 0.0717 1.9886 0.0 0.9 2.8 -0.839
O 3.6572 -0.5994 -0.1463 -0.8 0.4 0.3 -1.164
O 1.6407 -0.8193 -1.7314 0.2 1.6 0.1 -1.044
O 0.9360 1.8525 -1.4795 0.2 -0.6 0.4 -1.187
O 0.7016 2.9215 0.8546 0.4 -1.5 0.0 -1.175
O 2.0224 -2.5651 -0.0337 -0.5 0.3 0.9 -1.178
O 3.0309 2.0594 -0.0068 -2.4 -2.2 0.7 -1.048
P 2.2291 -1.1019 -0.2707 1.5 -2.6 -1.3 2.333
P 1.3308 1.8549 -0.0196 1.3 2.5 -0.5 2.304
H -1.2915 -1.0528 1.3738 0.4 -1.7 2.6 0.151
H -1.6047 0.5633 0.8878 -0.6 1.9 0.2 0.167
H -0.8051 -1.8425 -0.8469 -1.1 1.2 0.2 0.207
H -2.5054 -1.2521 -1.0010 -1.1 -0.8 1.3 0.165
H 3.2295 1.0447 0.0455 1.2 1.5 -0.3 0.505
H -0.3263 0.2262 -1.7652 -0.2 -0.1 -0.6 0.388
H -1.5977 0.9865 -1.4075 -0.3 -0.5 0.0 0.332
H 1.0120 0.8675 2.6206 0.8 -1.8 -2.1 0.387
H 1.5912 0.1955 -1.6783 -0.3 -0.7 -1.3 0.510
H 1.4323 -0.8289 2.4952 -0.1 0.8 -0.9 0.369

=====

17
Properties=species:S:1:pos:R:3:forces:R:3:nbo_charge:R:1 method="wB97M-V/def2-TZVPD" energy_ev=-19131.36348 total_charge=0 lumo_energy_ev=0.84 de_lowest_kcal_mol=130.64 gap_ev=8.89
C -0.8784 -1.6171 -0.4441 -2.0 -2.7 0.3 -0.686
C 1.5753 0.5737 0.0342 0.2 -1.4 1.3 -0.874
C -0.5865 -0.6187 -1.5101 1.2 3.1 -1.8 -0.563
N 0.9844 2.6393 2.1411 -1.5 1.3 0.3 -0.255
N -0.1876 2.9700 2.2748 -0.2 0.0 -0.2 -0.386
O -1.1537 1.0061 0.4388 -0.4 0.7 1.2 -1.014
S -0.1402 1.0195 -0.6324 0.8 -1.2 -0.4 1.207
H -0.0030 -2.2433 -0.0976 -0.7 1.1 -0.3 0.225
H -1.4107 -1.0801 0.4729 1.0 -1.3 -2.0 0.275
H -1.5848 -2.4646 -0.9451 1.3 2.0 1.5 0.222
H 1.8648 1.0797 0.9984 -0.6 0.7 -1.5 0.294
H 1.7032 -0.4603 0.4865 -0.8 0.5 -1.2 0.227
H 2.2973 0.6819 -0.7999 -0.4 0.2 0.6 0.226
H -1.4412 -0.2709 -2.2463 1.4 -1.0 1.8 0.235
H 0.3570 -0.6366 -2.1447 -1.1 -1.1 0.6 0.219
H -0.6654 3.9459 1.9887 1.3 -1.9 0.5 0.303
H -0.9001 2.2612 2.6034 0.4 0.8 -0.4 0.345

=====

17
Properties=species:S:1:pos:R:3:forces:R:3:nbo_charge:R:1 method="wB97M-V/def2-TZVPD" energy_ev=-19133.47920 total_charge=0 lumo_energy_ev=-0.50 de_lowest_kcal_mol=81.85 gap_ev=8.73
C 0.4341 -1.5574 1.5995 1.6 -2.0 -0.4 -0.470
C 4.3206 0.0217 -0.7335 -1.4 0.5 0.6 -0.032
C -3.4690 1.3600 0.4553 -1.2 -0.8 -1.9 -0.856
N -0.4699 -0.5747 1.1855 -1.9 1.1 -0.1 -0.729
N 4.7879 0.8709 -1.5059 -1.4 2.5 -0.5 -0.620
O 1.1630 0.2315 -0.4711 -0.5 0.7 -0.4 -0.908
S -0.1723 0.4197 0.0997 1.2 -0.8 0.0 1.457
H 1.1311 -1.8864 0.7402 -1.1 0.2 1.3 0.215
H -0.0735 -2.4132 2.1102 0.3 0.6 -0.8 0.218
H 1.0857 -1.1419 2.3589 0.3 0.2 0.2 0.225
H 4.8563 -0.8342 -0.5039 1.0 -2.1 0.8 0.125
H 3.3151 0.1512 -0.2493 1.0 0.0 -0.7 0.184
H -3.6436 2.0215 -0.4008 0.9 0.4 0.5 0.218
H -3.3595 0.3743 0.0120 -0.3 -0.3 0.0 0.209
H -2.6531 1.4366 1.0992 1.4 1.0 0.7 0.211
H -4.3671 1.4098 1.0148 -0.9 -0.2 0.7 0.213
H 5.7036 0.8125 -1.8843 0.9 -1.0 -0.1 0.340